[1]
DFT (the ωB97M-V functional and the def2-TZVPD basis) results for a cluster of 2 separate species, C5H17N2O in total.

## Properties
ΔE to the lowest compared entry with this formula, charge and spin, kcal/mol: 21.9
Orbital gap, eV: 9.731
HOMO level, eV: -12.53
Calculated total energy, eV: -10481.9838

Structure (ORCA input):
```
! RIJCOSX wB97M-V def2-TZVPD def2/J DEFGRID3
* xyz 1 1
C -0.4254 -1.6507 -0.8939
N -0.9487 -0.5655 -1.7008
C -2.3384 -0.6938 -2.0487
C -0.1659 -1.2537 0.5553
N 0.6919 -0.0530 0.7815
C 0.4593 0.4895 2.1640
C 1.7087 1.2338 2.6824
H 0.4650 -2.1045 -1.3343
H -1.1532 -2.4404 -0.7926
H -0.3240 -0.3326 -2.4542
H -2.9348 -0.7991 -1.1427
H -2.6150 -1.5399 -2.6986
H -2.6875 0.1678 -2.6039
H 0.3129 -2.0962 1.0403
H -1.1399 -1.0356 0.9706
H 0.6175 0.6878 0.0477
H 1.6665 -0.3342 0.6746
H 0.2032 -0.3646 2.7820
H -0.3579 1.1871 2.1328
H 2.5198 1.2486 1.9561
H 1.4791 2.2699 2.9192
H 2.0311 0.8458 3.6234
H 0.8463 2.6615 -0.7346
H 0.1462 2.0225 -1.9858
O 0.8007 1.8894 -1.2988
*
```



[2]
DFT (the ωB97M-V functional and the def2-TZVPD basis) results for a cluster of 17 separate species, C27H80N5O18S in total.

## Properties
Orbital gap, eV: 8.575
HOMO level, eV: -11.67
Calculated total energy, eV: -84419.8263

Structure (ORCA input):
```
! RIJCOSX wB97M-V def2-TZVPD def2/J DEFGRID3
* xyz 1 1
C -0.1605 -1.5649 1.7089
C -0.5868 -0.9792 0.7596
C -0.7068 -0.3283 -0.4856
N -0.2999 0.9195 -0.6423
C -0.5274 1.1961 -1.9477
N -0.2594 2.3371 -2.5703
C -0.5068 2.4208 -4.0099
C 0.6218 1.7078 -4.7643
C 0.1936 1.0998 -6.0892
N 0.2875 3.3785 -1.8257
C 1.4259 3.9970 -2.5057
C 2.7374 3.3869 -2.1230
O 1.3097 4.8801 -3.3044
C -0.7670 4.2924 -1.3443
C -1.2804 3.9900 0.0270
O -1.2069 5.1819 -2.0066
N -1.0866 0.1332 -2.5558
N -1.2315 -0.8577 -1.6089
S -1.8887 -2.4057 -1.8326
H 0.3107 -2.0298 2.5353
H -0.5175 3.4532 -4.3349
H -1.4731 1.9895 -4.2621
H 1.4438 2.3936 -4.9451
H 1.0341 0.8986 -4.1630
H -0.6830 0.4639 -5.9708
H 0.0278 1.8224 -6.8799
H 1.0049 0.4617 -6.4227
H 3.5274 3.9272 -2.6196
H 2.6994 2.3423 -2.4192
H 2.7986 3.4102 -1.0385
H -1.3408 4.9379 0.5531
H -0.6234 3.3432 0.5935
H -2.2936 3.6066 -0.0073
H -1.3893 -0.0194 -3.5038
H -1.0099 -2.9367 -2.7125
C -1.0275 -4.3156 -5.7150
O 0.0240 -3.3522 -5.7330
H -1.8508 -3.8944 -5.1406
H -1.3780 -4.5263 -6.7270
H -0.6946 -5.2427 -5.2406
H 0.7491 -3.7188 -6.2459
C -5.2140 2.6948 0.6915
O -4.0936 3.1458 1.4661
H -5.3247 3.3647 -0.1584
H -5.0317 1.6777 0.3270
H -6.1270 2.7082 1.2829
H -4.0049 2.5464 2.2111
C -4.7028 -4.4854 -1.3101
O -4.7691 -5.7796 -1.8864
H -5.0932 -3.7697 -2.0315
H -5.3034 -4.4381 -0.3980
H -3.6645 -4.2293 -1.0734
H -4.4196 -6.4148 -1.2462
C 3.8240 -0.9626 -6.2129
O 2.5726 -1.3891 -5.6670
H 3.6131 -0.3654 -7.0959
H 4.3758 -0.3523 -5.4938
H 4.4347 -1.8201 -6.5020
H 2.7656 -1.9169 -4.8878
C 1.5917 -1.6562 5.5200
O 1.4940 -2.9329 4.8923
H 1.2930 -0.8984 4.7968
H 0.9256 -1.6117 6.3843
H 2.6204 -1.4677 5.8369
H 1.7607 -3.5862 5.5474
C 2.5024 -2.1795 8.9989
O 2.4012 -3.4524 8.3575
H 2.2065 -1.4188 8.2845
H 1.8395 -2.1376 9.8671
H 3.5318 -1.9928 9.3101
H 2.6656 -4.1239 8.9908
C -8.6319 0.8110 0.9775
O -8.1449 2.0356 1.5404
H -7.8855 0.4349 0.2908
H -8.8009 0.0714 1.7651
H -9.5611 0.9814 0.4313
H -8.8113 2.3641 2.1495
C -2.2902 -8.7015 -1.6919
O -3.6495 -8.3143 -1.5028
H -1.7879 -8.6297 -0.7311
H -2.2269 -9.7308 -2.0497
H -1.7931 -8.0390 -2.4060
H -4.0928 -8.3807 -2.3539
C -7.5382 -1.6613 -2.3940
O -8.0093 -0.4207 -1.8555
H -7.9249 -2.4633 -1.7714
H -7.8938 -1.8009 -3.4094
H -6.4422 -1.6904 -2.3765
H -7.6676 0.2841 -2.4117
C -8.9388 -4.7742 -4.4434
O -9.1594 -3.3653 -4.4880
H -7.9343 -4.9397 -4.0614
H -9.6556 -5.2600 -3.7774
H -9.0154 -5.2135 -5.4405
H -10.0476 -3.2203 -4.8250
C 4.7981 0.6927 6.2336
O 4.8976 -0.5192 6.9837
H 3.7500 0.8480 5.9894
H 5.1548 1.5383 6.8243
H 5.3756 0.6188 5.3076
H 5.8244 -0.6512 7.1985
C 4.8254 3.0970 1.9114
O 3.9355 3.5563 0.8815
H 5.6640 2.5881 1.4453
H 5.2035 3.9418 2.4888
H 4.3101 2.3997 2.5776
H 3.2084 4.0120 1.3182
C 3.1176 7.5034 0.8075
O 3.7739 6.3217 1.2676
H 2.3917 7.7942 1.5619
H 3.8322 8.3175 0.6715
H 2.5963 7.3187 -0.1358
H 4.4163 6.0605 0.6017
C 9.1544 1.5666 0.7914
O 7.8079 2.0364 0.8367
H 9.5750 1.6736 1.7872
H 9.1901 0.5137 0.5017
H 9.7487 2.1561 0.0899
H 7.4360 1.9408 -0.0461
C 4.1851 0.0074 -0.5262
O 4.6717 1.2895 -0.8948
H 4.2884 -0.6499 -1.3876
H 4.7599 -0.4088 0.3053
H 3.1276 0.0591 -0.2417
H 4.5724 1.8705 -0.1298
C 4.9921 2.0852 9.9050
O 4.3198 2.9647 9.0064
H 6.0505 2.1082 9.6584
H 4.8634 2.4104 10.9400
H 4.6244 1.0609 9.7969
H 3.3852 2.9446 9.2265
*
```



[3]
DFT (the ωB97M-V functional and the def2-TZVPD basis) results for a cluster of 16 separate species, C96H80N16O32 in total.

## Properties
ΔE to the lowest compared entry with this formula, charge and spin, kcal/mol: 21.9
Orbital gap, eV: 8.658
HOMO level, eV: -9.48
Calculated total energy, eV: -190166.0548

Structure (ORCA input):
```
! RIJCOSX wB97M-V def2-TZVPD def2/J DEFGRID3
* xyz 0 1
C 15.7233 16.3804 24.2808
C 16.2366 17.3581 25.1389
C 16.1753 18.6936 24.9146
C 15.3653 19.0881 23.8804
C 14.7785 18.1772 23.0123
C 15.0147 16.8013 23.1772
N 15.2861 20.5171 23.5773
O 15.7156 21.2951 24.3687
O 14.7822 20.8491 22.5378
H 15.9606 15.3095 24.5200
H 16.7798 17.0843 26.0689
H 16.5723 19.4222 25.6067
H 14.1062 18.5167 22.2123
H 14.5433 16.1034 22.5394
C 10.4998 16.7063 25.4178
C 11.7937 17.2430 25.2603
C 12.8029 16.7346 26.0315
C 12.4855 15.6678 26.8724
C 11.2428 15.1353 27.0848
C 10.2494 15.6526 26.3016
N 13.6219 15.1181 27.5878
O 14.6113 15.7562 27.5650
O 13.4645 14.0569 28.1634
H 9.6947 17.1262 24.9241
H 11.9093 18.0734 24.6062
H 13.8117 17.0969 26.0041
H 11.0955 14.1930 27.6115
H 9.2017 15.4043 26.5433
C 12.3542 24.1170 21.7090
C 11.3923 24.4687 20.7945
C 11.4165 23.8546 19.5043
C 12.4324 22.9641 19.2673
C 13.4540 22.6299 20.1625
C 13.4075 23.2517 21.4032
N 12.4002 22.1976 17.9494
O 11.5269 22.5500 17.1629
O 13.2197 21.3239 17.8279
H 12.3302 24.7094 22.6749
H 10.5773 25.1556 20.9128
H 10.6790 24.0441 18.7714
H 14.2791 21.9406 19.9353
H 14.2498 23.1004 22.0586
C 14.2656 13.3435 18.7403
C 13.0381 12.8156 19.1339
C 12.7333 12.6643 20.4776
C 13.6055 13.1253 21.4302
C 14.8466 13.7001 21.0676
C 15.2017 13.6487 19.7113
N 13.2389 13.2033 22.8299
O 12.1246 12.7756 23.0609
O 14.0057 13.7441 23.6428
H 14.5015 13.4611 17.6873
H 12.2904 12.6279 18.4034
H 11.8618 12.1564 20.8637
H 15.5411 13.9483 21.8713
H 16.1920 14.0130 19.4330
C 19.6030 10.2380 13.1155
C 18.8113 10.1553 14.2924
C 17.9370 11.1816 14.5514
C 17.7432 12.1674 13.5883
C 18.4446 12.2367 12.4189
C 19.4075 11.2715 12.2002
N 16.8191 13.2588 13.8477
O 16.8890 14.2288 13.0689
O 16.0342 13.1289 14.7739
H 20.2292 9.4475 12.8471
H 18.9954 9.3223 14.9969
H 17.3129 11.2063 15.4263
H 18.2589 13.0096 11.6955
H 19.9031 11.1616 11.1942
C 10.3630 19.5500 22.9276
C 11.1269 20.0584 21.9086
C 10.8669 19.7228 20.5944
C 9.8042 18.8847 20.3198
C 9.0783 18.2393 21.3027
C 9.3760 18.6006 22.6000
N 9.6303 18.3959 18.8970
O 8.9824 17.4234 18.7041
O 10.2171 18.9369 18.0208
H 10.5049 19.7827 23.9656
H 12.0015 20.6519 22.0843
H 11.4614 19.9456 19.7081
H 8.3022 17.5689 20.9854
H 8.7692 18.1267 23.3826
C 22.1697 16.2067 20.6687
C 23.1369 15.4542 19.9866
C 23.2857 15.6910 18.6151
C 22.3976 16.4793 17.9519
C 21.4933 17.2461 18.6148
C 21.3399 17.0513 19.9920
N 22.6014 16.6632 16.5133
O 21.9235 17.4312 15.9027
O 23.6309 16.1333 16.0900
H 21.9761 16.0895 21.7113
H 23.8347 14.7689 20.4459
H 24.0217 15.1137 18.0465
H 20.7019 17.8539 18.1415
H 20.5747 17.6004 20.5022
C 20.6067 21.3419 13.1158
C 21.3549 20.4913 13.9451
C 21.0585 20.3355 15.2592
C 19.8978 21.0218 15.6820
C 19.1239 21.9286 14.9805
C 19.4837 21.9999 13.6520
N 19.6453 20.9196 17.1414
O 20.4422 20.3498 17.8247
O 18.6553 21.4837 17.5042
H 20.7727 21.3372 12.0375
H 22.1828 19.9227 13.5499
H 21.4902 19.7346 16.0432
H 18.3605 22.4662 15.4881
H 18.9411 22.7870 13.1263
C 21.2909 24.6352 18.0470
C 21.3403 23.3717 18.6811
C 20.1842 22.9577 19.2404
C 19.0090 23.6205 19.0696
C 18.9187 24.8898 18.4478
C 20.0898 25.3480 17.9263
N 17.7655 22.9740 19.5745
O 16.7447 23.2222 18.9967
O 17.9673 22.1550 20.4754
H 22.2352 24.9251 17.5817
H 22.2256 22.7869 18.7556
H 20.1460 21.9042 19.6191
H 17.9288 25.3263 18.3939
H 20.0981 26.3130 17.4888
C 20.2338 14.8531 15.8620
C 21.0794 14.2825 14.9359
C 21.5980 13.0539 15.2289
C 21.2928 12.4296 16.3752
C 20.5088 12.9550 17.3909
C 19.8481 14.1241 17.0164
N 21.8734 11.1515 16.6140
O 21.9160 10.8297 17.8097
O 22.4886 10.5836 15.7386
H 19.7498 15.7612 15.6050
H 21.1612 14.6484 13.9157
H 22.1018 12.5288 14.4363
H 20.1672 12.3117 18.2473
H 19.1471 14.5560 17.7062
C 14.1561 18.6745 19.5408
C 15.3030 19.4877 19.5322
C 16.3580 19.2113 18.6794
C 16.2024 18.1310 17.8426
C 15.0437 17.3928 17.7383
C 13.9668 17.7276 18.5802
N 17.3287 17.6862 17.0024
O 18.2785 18.4057 17.1036
O 17.2259 16.6423 16.3963
H 13.3164 18.9369 20.1760
H 15.4158 20.2953 20.2593
H 17.2248 19.7831 18.6717
H 15.0082 16.4846 17.0783
H 13.0339 17.0720 18.5508
C 13.1930 26.1689 16.5237
C 12.8820 25.8844 15.2065
C 13.2910 24.7105 14.6324
C 14.1374 23.8554 15.3320
C 14.5444 24.1046 16.6212
C 13.9890 25.2640 17.2520
N 14.6648 22.6134 14.7285
O 15.5359 21.9806 15.3003
O 14.2413 22.2996 13.6297
H 12.7678 27.0225 17.0192
H 12.2160 26.4948 14.6603
H 13.0966 24.4040 13.5969
H 15.0801 23.3734 17.1524
H 14.1811 25.4001 18.3069
C 19.5832 19.0800 23.6314
C 18.8785 19.2130 22.4343
C 18.4963 18.1125 21.7147
C 18.8265 16.9147 22.2353
C 19.5020 16.6930 23.3796
C 19.9182 17.8011 24.0915
N 18.4253 15.7624 21.3325
O 18.4563 14.6686 21.8387
O 18.2392 16.0274 20.1481
H 19.7024 19.9307 24.2934
H 18.6559 20.1457 21.9879
H 17.8920 18.2374 20.8363
H 19.7475 15.6774 23.6630
H 20.3281 17.6655 25.0537
C 17.1288 19.0764 13.7310
C 16.3444 19.2132 12.5812
C 16.4603 18.1805 11.6752
C 17.4573 17.2029 11.8851
C 18.3871 17.2431 12.9178
C 18.2058 18.2079 13.8451
N 17.4818 16.0589 10.9776
O 18.5453 15.4327 10.9058
O 16.5454 15.8345 10.2472
H 17.0442 19.7935 14.5608
H 15.5426 19.9150 12.5771
H 15.9301 18.1205 10.7222
H 19.1713 16.4886 12.9555
H 18.8930 18.1789 14.6764
C 13.1847 17.9307 14.8678
C 11.9257 17.9613 15.4816
C 11.3363 16.8168 15.9501
C 11.9410 15.6171 15.5480
C 13.1864 15.5549 14.9349
C 13.8267 16.7465 14.6589
N 11.2794 14.3449 15.9569
O 11.9359 13.3503 15.8833
O 10.1896 14.3991 16.4328
H 13.7045 18.8464 14.5988
H 11.3774 18.8625 15.7885
H 10.4280 16.7987 16.5737
H 13.6233 14.5546 14.7030
H 14.7618 16.7816 14.1170
C 8.6144 12.6927 20.1206
C 8.6150 13.0431 21.4916
C 9.5026 13.9655 21.9648
C 10.1934 14.7444 21.0397
C 10.1941 14.4864 19.6799
C 9.3731 13.4366 19.2374
N 11.0864 15.7701 21.5160
O 11.1633 15.9535 22.7099
O 11.7105 16.4304 20.6921
H 8.0604 11.8475 19.7890
H 8.0438 12.3888 22.1590
H 9.5923 14.2646 22.9909
H 10.6318 15.1658 18.9943
H 9.3287 13.1342 18.2023
*
```